C33H35CaN3O2S as an isolated structure, computed with ωB97M-V/def2-TZVPD.

```
! wB97M-V def2-TZVPD RIJCOSX def2/J DEFGRID3
* xyz 0 1
Ca -0.442 -0.381 -0.275
C 0.497 0.110 -4.402
C -0.455 -0.835 -3.732
C -1.799 -0.509 -3.612
C -2.700 -1.378 -3.005
C -4.152 -1.006 -2.910
C -2.230 -2.581 -2.493
C -0.882 -2.917 -2.567
C -0.376 -4.188 -1.949
C -0.006 -2.042 -3.203
H 0.934 0.778 -3.658
H -0.017 0.730 -5.132
H 1.301 -0.426 -4.901
H -2.158 0.428 -4.021
H -4.262 -0.180 -2.204
H -4.752 -1.843 -2.559
H -4.535 -0.677 -3.877
H -2.921 -3.274 -2.032
H -0.110 -3.990 -0.906
H 0.507 -4.552 -2.471
H -1.136 -4.966 -1.960
H 1.036 -2.317 -3.326
C 0.065 0.104 3.578
N 0.768 -0.559 2.496
C 2.183 -0.263 2.590
C 0.525 -1.999 2.532
C -0.933 -2.304 2.278
C -1.663 -2.967 3.259
C -3.005 -3.242 3.066
C -3.610 -2.834 1.891
C -2.870 -2.165 0.926
C -1.508 -1.881 1.069
H 0.491 -0.158 4.564
H -0.984 -0.189 3.567
H 0.134 1.185 3.454
H 2.601 -0.547 3.572
H 2.341 0.805 2.435
H 2.731 -0.800 1.820
H 0.843 -2.426 3.504
H 1.133 -2.448 1.735
H -1.187 -3.261 4.190
H -3.570 -3.765 3.825
H -4.661 -3.038 1.725
H -3.382 -1.865 0.021
O -0.472 2.979 -1.854
S -0.679 2.296 -0.601
O -1.758 1.315 -0.585
N 0.589 1.495 -0.118
C 1.881 1.776 -0.365
C 2.455 3.041 -0.322
C 3.827 3.224 -0.498
C 4.669 2.154 -0.686
C 4.145 0.850 -0.719
C 4.950 -0.301 -0.820
C 4.363 -1.538 -0.829
C 2.963 -1.616 -0.810
N 2.182 -0.568 -0.714
C 2.739 0.652 -0.615
C -1.086 3.483 0.686
C -1.568 3.018 1.898
C -1.781 3.916 2.932
C -1.522 5.264 2.744
C -1.067 5.726 1.519
C -0.842 4.829 0.487
H 1.812 3.887 -0.122
H 4.231 4.228 -0.461
H 5.733 2.291 -0.805
H 6.022 -0.185 -0.867
H 4.955 -2.438 -0.850
H 2.463 -2.576 -0.867
H -1.779 1.965 2.015
H -2.154 3.569 3.883
H -1.681 5.960 3.554
H -0.880 6.781 1.373
H -0.495 5.153 -0.484
*
```

For the HOMO-LUMO gap, the calculation gives 0.2683 Eh. The value obtained for the electronic energy is -2669.1027 a.u.

Here are the Löwdin charges for atoms 1 to 4, given in e:
1 Ca 1.31
2 C -0.03
3 C -0.28
4 C -0.02

***

An isolated ion of composition C6H8N3O2 and charge +1, computed with ωB97M-V/def2-TZVPD.

```
! wB97M-V def2-TZVPD RIJCOSX def2/J DEFGRID3
* xyz 1 1
C 0.793 -0.331 -1.493
C 0.522 -1.666 -1.702
C -0.447 0.156 0.631
C 0.353 0.507 -0.370
C -0.716 -2.117 0.234
C -1.360 0.408 1.729
N -0.154 -2.507 -0.884
N 0.832 1.821 -0.412
N -1.656 -2.917 0.886
O -2.267 -2.478 1.856
O -1.888 -4.018 0.327
H 1.398 0.131 -2.277
H 0.899 -2.082 -2.572
H -2.222 -0.244 1.629
H -0.864 -0.055 2.680
H -1.741 1.375 1.943
H 0.024 -3.509 -1.183
H 1.610 2.045 -1.037
H 0.196 2.535 -0.150
*
```

For the HOMO-LUMO gap (spin up / spin down), the calculation gives 0.2487 / 0.2486 Eh. The value obtained for the electronic energy is -547.6443 a.u.

Here are the natural (NBO) charges for atoms 1 to 4, given in e:
1 C -0.13
2 C -0.01
3 C 0.34
4 C 0.02

***

C25H16CoN6O6S3 as an isolated structure, computed with ωB97M-V/def2-TZVPD.

```
! wB97M-V def2-TZVPD RIJCOSX def2/J DEFGRID3
* xyz -1 1
Co 0.950 1.513 -0.134
C 3.389 -2.520 -2.690
C 4.062 -1.457 -2.042
C 3.382 -0.298 -1.745
C 2.023 -0.162 -2.029
C 1.213 -1.403 -2.341
C 2.058 -2.483 -2.919
N 1.422 1.049 -1.940
C 0.393 1.403 -2.785
C 0.253 0.995 -4.110
C -0.839 1.422 -4.848
C -1.770 2.300 -4.303
C -1.626 2.770 -3.011
C -0.545 2.325 -2.247
N -0.285 2.612 -0.953
N -0.957 3.452 -0.217
C -0.467 3.520 1.023
C -1.168 4.116 2.091
C -0.630 4.080 3.348
C 0.646 3.531 3.534
C 1.293 2.986 2.452
N 0.751 2.917 1.235
H 3.971 -3.354 -3.053
H 5.121 -1.532 -1.849
H 3.905 0.571 -1.372
H 0.342 -1.166 -2.965
H 1.548 -3.277 -3.442
H 0.993 0.344 -4.553
H -0.965 1.069 -5.862
H -2.624 2.606 -4.890
H -2.336 3.450 -2.566
H -2.143 4.530 1.890
H -1.174 4.470 4.195
H 1.106 3.492 4.509
H 2.280 2.553 2.551
S 1.427 -1.837 3.249
C 1.177 -0.524 2.282
S 2.346 0.116 1.249
S -0.403 0.311 2.366
O 0.635 -2.006 -1.115
C -0.188 -1.282 -0.365
O -0.429 -0.086 -0.587
C -0.828 -1.938 0.752
C -0.741 -3.273 1.025
C -1.404 -3.825 2.134
C -2.170 -3.016 2.985
C -2.307 -1.681 2.730
C -1.592 -1.012 1.629
N -3.110 -0.855 3.526
O -3.759 -1.342 4.445
O -3.133 0.342 3.244
N -1.347 -5.211 2.349
O -1.944 -5.681 3.310
O -0.727 -5.902 1.547
H -0.167 -3.926 0.384
H -2.673 -3.471 3.825
H -2.235 -0.321 1.074
*
```

For the HOMO-LUMO gap (spin up / spin down), the calculation gives 0.1615 / 0.1583 Eh. The value obtained for the electronic energy is -4319.3855 a.u.

Here are the natural (NBO) charges for atoms 1 to 4, given in e:
1 Co 0.85
2 C -0.22
3 C -0.16
4 C -0.23

***

no.,maximum force (eV/A)
1,3.20
2,5.41
3,3.14